(1)
C2H2N2OS | ωB97M-V with the def2-TZVPD basis set

Geometry as XYZ:
```
8
Properties=species:S:1:pos:R:3:forces:R:3:mulliken_charge:R:1
C -0.16502 0.41364 -0.53457 1.042 0.257 -1.699 -0.27
C 1.64946 -0.35138 -0.32319 0.869 -2.358 -0.311 0.54
N -1.72114 -0.20186 1.06627 0.427 0.343 3.964 -0.68
N -1.12024 0.03775 0.08554 0.957 0.871 -1.618 0.54
O 1.81010 -1.42554 -0.80626 -0.805 1.750 0.345 -0.42
S 2.22890 0.83119 0.59031 0.084 0.631 0.273 -0.29
H -0.12680 1.36367 -1.03877 -0.037 0.017 -0.177 0.33
H -2.55526 -0.66746 0.96067 -2.537 -1.511 -0.777 0.26
```
Forces are in eV/Å.

As for the maximum force: 4.0 eV/A. The multiplicity is 1. As for the total charge: 0. The value obtained for the lowest unoccupied orbital energy (spin up / spin down) is -0.618 / -0.618 eV. The total energy comes out at -17965.4080 eV. As for the energy relative to the best compared isomer or geometry (same formula, charge and spin): 344.3 kJ/mol. For the HOMO-LUMO gap (spin up / spin down), the calculation gives 8.42 / 8.42 eV.

---

(2)
C9H26FGaN2O4P2 | ωB97M-V with the def2-TZVPD basis set

Geometry as XYZ:
```
45
Properties=species:S:1:pos:R:3:forces:R:3:mulliken_charge:R:1
N -2.19914 -3.37316 -3.24874 -0.060 -0.094 0.070 -0.73
P -3.82218 -3.13804 -3.87314 0.076 0.015 -0.133 0.17
O -3.30384 -2.17074 -5.15833 -0.014 0.058 0.139 -0.50
Ga -4.75403 -1.56525 -2.34574 -0.178 -0.194 0.123 0.41
F -6.18131 -0.70015 -3.04174 0.071 0.056 -0.054 -0.48
P -2.94830 -0.01815 -2.04281 0.472 -0.144 0.070 0.40
O -1.76092 -0.67252 -1.36526 -0.171 0.044 -0.162 -0.50
O -3.31353 1.40083 -1.33059 -0.114 -0.084 0.132 -0.51
O -2.43037 0.60977 -3.47087 0.064 0.037 0.242 -0.52
H -1.62680 -2.57273 -3.49885 0.000 0.086 0.012 0.30
H -2.21695 -3.36947 -2.23248 0.016 -0.056 0.008 0.31
H -3.91675 -2.26735 -5.89103 0.022 -0.026 -0.088 0.29
H -5.11373 -2.20642 -0.93876 0.065 0.078 0.033 -0.21
H -2.67335 2.08462 -1.55832 -0.004 0.112 -0.148 0.30
H -1.84387 -0.02284 -3.90247 -0.127 -0.043 -0.165 0.31
C 4.46166 1.92310 1.79428 0.013 0.024 -0.008 -1.26
C 3.06673 2.53479 1.75501 0.013 -0.003 -0.007 -0.46
C 2.01629 1.78836 2.58736 -0.047 0.040 0.031 -0.52
C 1.95953 0.26384 2.52664 -0.045 -0.004 0.024 -0.76
N 1.29214 -0.42518 1.34262 0.015 -0.116 -0.007 0.38
C -0.14227 -0.79253 1.66353 -0.079 -0.034 -0.013 -0.80
C -0.91983 0.49122 1.46568 -0.041 0.076 0.023 -0.60
C -0.20599 1.17569 0.28823 0.032 0.157 -0.021 0.30
C 1.11146 0.42931 0.10776 0.006 -0.110 -0.082 -1.14
C 2.06551 -1.65287 1.01153 0.005 0.007 0.048 -1.16
H 4.47914 0.89931 1.41340 0.001 0.008 -0.028 0.26
H 5.14871 2.50035 1.17636 0.006 0.012 0.032 0.40
H 4.86251 1.90810 2.80993 -0.019 -0.039 0.002 0.33
H 2.74711 2.65977 0.71995 -0.039 -0.040 -0.002 0.28
H 3.11316 3.54917 2.15699 0.012 0.000 -0.019 0.45
H 1.02994 2.21889 2.41949 -0.002 -0.009 -0.007 0.06
H 2.23874 1.98543 3.64085 0.008 -0.010 -0.003 0.56
H 1.41465 -0.09107 3.40018 0.022 -0.030 -0.012 0.16
H 2.96463 -0.14830 2.59373 0.013 0.055 -0.052 0.58
H -0.44373 -1.53552 0.92461 -0.042 0.071 -0.044 0.55
H -0.18649 -1.22196 2.66239 0.034 -0.032 -0.022 0.37
H -0.90607 1.10825 2.36599 0.022 -0.035 0.016 0.31
H -1.95618 0.26595 1.22206 0.017 0.015 -0.043 0.44
H -0.08183 2.24758 0.43932 0.082 -0.032 0.043 0.49
H -0.77688 0.98374 -0.61268 -0.098 0.150 -0.019 -0.41
H 1.99474 1.03290 -0.06472 0.051 -0.020 0.098 0.30
H 1.01168 -0.28370 -0.71091 -0.055 0.051 -0.018 0.54
H 2.10960 -2.29190 1.89151 0.013 0.010 -0.003 0.43
H 3.07120 -1.36772 0.70899 -0.011 -0.003 -0.007 0.37
H 1.56517 -2.17341 0.19908 -0.004 -0.004 0.019 0.48
```
Forces are in eV/Å.

As for the maximum force: 0.5 eV/A. The multiplicity is 1. As for the total charge: 0. The value obtained for the lowest unoccupied orbital energy is -0.325 eV. The total energy comes out at -94598.6261 eV. For the HOMO-LUMO gap, the calculation gives 5.59 eV.

---

(3)
C6H16N2 | ωB97M-V with the def2-TZVPD basis set

Geometry as XYZ:
```
24
Properties=species:S:1:pos:R:3:forces:R:3:mulliken_charge:R:1
C 1.09181 -0.39730 2.17349 0.277 -0.318 0.748 -1.09
N 0.62443 -1.14769 1.02096 0.363 0.556 -0.025 -0.40
C -0.34235 -0.49809 0.11925 0.647 0.513 0.920 -0.07
C -0.23467 -1.15527 -1.25447 -1.050 -0.583 0.563 -0.91
N -0.32593 -2.61405 -1.26505 0.397 -0.102 -0.030 -0.62
C -0.25534 1.06148 0.06485 0.334 -0.084 -0.777 0.85
C -1.63519 1.65587 -0.24460 -0.042 -0.055 0.061 -1.43
C 0.81715 1.57610 -0.92288 0.463 0.142 0.961 -1.73
H 0.27499 -0.05928 2.81681 -0.139 -0.216 -0.139 0.36
H 1.72924 0.49010 2.02768 -0.124 -0.084 -0.480 0.29
H 1.70112 -1.09182 2.76113 -0.120 0.109 0.117 0.37
H 1.44659 -1.48759 0.53657 -0.125 0.084 -0.266 0.28
H -1.32096 -0.68550 0.57893 -0.140 -0.261 -0.263 0.27
H -1.10251 -0.80566 -1.82027 0.487 0.299 -0.471 0.33
H 0.72549 -0.93439 -1.70726 -0.060 0.464 -0.279 0.43
H 0.44475 -2.99635 -0.72871 -0.118 -0.124 -0.018 0.29
H -1.16671 -2.93846 -0.81528 -0.254 0.004 0.149 0.27
H 0.13037 1.43255 1.01551 -0.496 -0.119 0.165 0.29
H -1.48151 2.52871 -0.87994 -0.438 0.009 -0.010 0.37
H -2.27529 0.92391 -0.73786 0.124 0.052 -0.471 0.32
H -2.24225 1.93838 0.62089 0.433 0.127 0.168 0.33
H 0.88746 2.66779 -0.89021 -0.307 -0.024 -0.046 0.48
H 0.72393 1.27642 -1.95970 -0.130 -0.170 -0.098 0.36
H 1.78539 1.26009 -0.50985 0.018 -0.222 -0.479 0.35
```
Forces are in eV/Å.

As for the maximum force: 1.3 eV/A. The multiplicity is 1. As for the total charge: 0. The value obtained for the lowest unoccupied orbital energy is 0.992 eV. The total energy comes out at -9461.1231 eV. As for the energy relative to the best compared isomer or geometry (same formula, charge and spin): 91.8 kJ/mol. For the HOMO-LUMO gap, the calculation gives 9.65 eV. As for the SMILES: CN[C@H](CN)C(C)C.

---

(4)
C3H12N2OS | ωB97M-V with the def2-TZVPD basis set

Geometry as XYZ:
```
19
Properties=species:S:1:pos:R:3:forces:R:3:mulliken_charge:R:1
N -0.03728 1.09992 -2.19640 0.051 0.419 0.188 -0.61
C -0.84475 0.01841 -1.63511 0.617 0.365 -0.215 -0.54
N -0.46614 -0.30217 -0.26695 0.537 -0.355 0.289 -0.23
C 0.80644 -1.08067 -0.20071 -1.341 -0.005 -0.271 -0.74
C 1.28558 -1.22562 1.21952 0.115 0.181 0.014 -0.69
S 1.81154 0.33526 1.97309 0.410 -0.038 -0.029 -0.24
H -0.47142 2.00633 -2.02998 -0.003 -0.291 -0.005 0.26
H 0.84277 1.15051 -1.69594 0.144 -0.055 -0.162 0.25
H -0.72010 -0.84278 -2.30414 -0.272 -0.089 0.072 0.35
H -1.86091 0.38111 -1.63425 -0.507 -0.339 -0.091 0.39
H -1.17301 -0.88983 0.17087 -0.070 0.173 -0.118 0.23
H 1.53536 -0.62038 -0.85436 0.319 0.224 0.086 0.41
H 0.60603 -2.07571 -0.61412 0.164 -0.183 -0.053 0.33
H 2.11414 -1.92903 1.24708 0.225 0.127 0.082 0.40
H 0.51178 -1.64791 1.84845 -0.284 -0.154 0.048 0.35
H 0.61174 0.91894 1.89563 -0.095 0.006 0.089 0.13
O -1.53245 1.26386 1.92452 -0.210 0.370 0.262 -0.67
H -1.34153 1.25363 0.97758 0.206 -0.121 -0.066 0.32
H -1.67779 2.18611 2.17522 -0.004 -0.236 -0.120 0.31
```
Forces are in eV/Å.

As for the maximum force: 1.4 eV/A. The multiplicity is 1. As for the total charge: 0. The value obtained for the lowest unoccupied orbital energy is 0.721 eV. The total energy comes out at -19168.3039 eV. As for the energy relative to the best compared isomer or geometry (same formula, charge and spin): 42.2 kJ/mol. For the HOMO-LUMO gap, the calculation gives 9.55 eV. As for the SMILES: NCNCCS.O.

---

The highest maximum force belongs to which entry?
C2H2N2OS